The following is a quantum chemistry calculation of C19H26I2IrNO4PS3Te as an isolated structure, from the Open Molecules 2025 dataset.

total charge = +1
frontier orbital gap (spin up / spin down) = 7.24 / 6.12 eV
multiplicity = 5

The geometry in XYZ format:
```
58
C19H26I2IrNO4PS3Te (the ωB97M-V functional and the def2-TZVPD basis)
Ir 0.77 0.18 1.06
I -2.99 3.78 0.17
C -3.05 1.71 0.00
C -4.23 1.07 -0.42
C -4.29 -0.29 -0.54
I -6.07 -1.15 -1.21
C -3.16 -1.09 -0.22
C -3.11 -2.50 -0.32
C -1.96 -3.16 -0.01
C -0.84 -2.43 0.42
N -0.86 -1.12 0.53
C -1.99 -0.43 0.20
C -1.91 0.99 0.30
O -0.76 1.55 0.65
H -5.09 1.68 -0.66
H -3.99 -3.04 -0.64
H -1.89 -4.24 -0.08
H 0.09 -2.93 0.67
C 1.89 -1.17 4.63
C 0.89 -0.07 4.98
S 0.02 0.74 3.59
C 0.79 2.37 3.49
C 2.26 2.38 3.11
S 2.59 1.62 1.48
C 4.04 0.58 1.80
C 3.79 -0.75 2.50
S 3.60 -0.65 4.31
H 1.53 -1.79 3.81
H 1.97 -1.82 5.50
H 1.37 0.71 5.57
H 0.09 -0.49 5.58
H 0.65 2.87 4.44
H 0.18 2.89 2.74
H 2.86 1.85 3.85
H 2.61 3.41 3.05
H 4.76 1.19 2.34
H 4.44 0.39 0.80
H 4.65 -1.40 2.32
H 2.91 -1.24 2.08
C -2.83 -0.26 -3.73
C -1.68 0.69 -3.52
O -0.76 0.06 -2.60
P 0.68 0.65 -2.26
O 1.25 -0.26 -1.22
Te 0.48 2.98 -1.65
O 1.52 0.75 -3.59
C 2.07 -0.44 -4.23
C 1.16 -0.94 -5.31
H -3.55 0.18 -4.43
H -3.35 -0.45 -2.79
H -2.49 -1.21 -4.15
H -2.01 1.63 -3.08
H -1.15 0.91 -4.46
H 2.26 -1.19 -3.46
H 3.03 -0.11 -4.63
H 0.22 -1.32 -4.90
H 1.65 -1.76 -5.84
H 0.94 -0.15 -6.03
```

These are the Mulliken partial charges, in e, on atoms 1 to 4:
1 Ir 1.72
2 I 0.10
3 C -0.22
4 C -0.10

The following is a quantum chemistry calculation of a single C19H26N2O2 molecule, from the Open Molecules 2025 dataset.

total charge = 0
frontier orbital gap = 9.59 eV
SMILES = Cc1ccc(C(=O)NC2CCCCCC2)cc1N1CCCC1=O

The geometry in XYZ format:
```
49
C19H26N2O2 (the ωB97M-V functional and the def2-TZVPD basis)
C 4.43 1.88 0.76
C 2.98 1.97 0.38
C 2.31 3.18 0.48
C 0.96 3.29 0.22
C 0.23 2.17 -0.15
C -1.25 2.27 -0.34
O -1.79 3.25 -0.80
N -1.91 1.17 0.09
C -3.34 1.00 -0.03
C -3.93 0.33 1.21
C -3.14 -0.85 1.81
C -2.62 -1.92 0.84
C -3.44 -2.10 -0.44
C -3.10 -1.09 -1.53
C -3.71 0.29 -1.34
C 0.90 0.96 -0.33
C 2.26 0.86 -0.06
N 2.85 -0.42 -0.18
C 3.93 -0.73 -1.10
C 4.38 -2.13 -0.66
C 3.10 -2.74 -0.09
C 2.28 -1.53 0.35
O 1.29 -1.56 1.05
H 4.67 2.65 1.49
H 4.66 0.91 1.20
H 5.07 2.04 -0.10
H 2.86 4.06 0.80
H 0.45 4.23 0.33
H -1.38 0.40 0.48
H -3.75 2.02 -0.10
H -4.93 -0.01 0.95
H -4.03 1.07 2.00
H -3.81 -1.32 2.53
H -2.29 -0.46 2.38
H -1.58 -1.71 0.56
H -2.60 -2.87 1.38
H -4.51 -2.06 -0.22
H -3.23 -3.10 -0.83
H -2.01 -1.00 -1.60
H -3.45 -1.48 -2.49
H -4.80 0.21 -1.38
H -3.40 0.93 -2.17
H 0.38 0.09 -0.68
H 3.54 -0.74 -2.13
H 4.73 0.01 -1.05
H 5.14 -2.04 0.12
H 4.79 -2.70 -1.49
H 2.53 -3.27 -0.85
H 3.27 -3.41 0.74
```

These are the Mulliken partial charges, in e, on atoms 1 to 4:
1 C -1.88
2 C 1.16
3 C -0.75
4 C -1.00

The following is a quantum chemistry calculation of a single C19H26N2O3 molecule, from the Open Molecules 2025 dataset.

total charge = 0
frontier orbital gap = 8.58 eV
SMILES = Cc1ccc2c(c1)N(CCC(=O)N[C@H]1CCCC[C@H]1C)C(=O)CO2

The geometry in XYZ format:
```
50
C19H26N2O3 (the ωB97M-V functional and the def2-TZVPD basis)
C -3.30 0.63 -1.48
C -2.72 1.50 -0.41
C -3.55 2.08 0.54
C -3.02 2.87 1.54
C -1.66 3.10 1.61
C -0.81 2.56 0.64
C -1.35 1.74 -0.34
N 0.55 2.93 0.66
C 1.47 2.58 -0.40
C 2.33 1.37 -0.01
C 1.49 0.27 0.62
O 1.06 0.35 1.75
N 1.25 -0.79 -0.18
C 0.53 -1.96 0.26
C -0.84 -2.06 -0.41
C -0.71 -2.35 -1.91
C 0.08 -3.64 -2.13
C 1.46 -3.54 -1.48
C 1.35 -3.24 0.02
C 2.72 -3.15 0.67
C 1.09 3.52 1.76
O 2.24 3.91 1.79
C 0.16 3.63 2.95
O -1.18 3.90 2.61
H -3.76 -0.26 -1.05
H -2.54 0.32 -2.19
H -4.07 1.18 -2.03
H -4.62 1.91 0.50
H -3.65 3.32 2.29
H -0.72 1.27 -1.08
H 0.91 2.40 -1.32
H 2.13 3.45 -0.55
H 3.05 1.70 0.75
H 2.88 1.02 -0.89
H 1.63 -0.80 -1.12
H 0.39 -1.82 1.34
H -1.41 -2.86 0.06
H -1.38 -1.12 -0.25
H -1.71 -2.45 -2.35
H -0.21 -1.52 -2.41
H 0.18 -3.83 -3.20
H -0.47 -4.48 -1.69
H 1.99 -4.49 -1.62
H 2.04 -2.77 -1.98
H 0.79 -4.06 0.49
H 3.32 -2.38 0.20
H 2.63 -2.92 1.73
H 3.25 -4.10 0.57
H 0.49 4.43 3.61
H 0.23 2.67 3.49
```

These are the Mulliken partial charges, in e, on atoms 1 to 4:
1 C -1.78
2 C 0.36
3 C -0.69
4 C -0.82

The following is a quantum chemistry calculation of C19H26N2V as an isolated structure, from the Open Molecules 2025 dataset.

total charge = +2
frontier orbital gap (spin up / spin down) = 7.48 / 7.97 eV
multiplicity = 2

The geometry in XYZ format:
```
48
C19H26N2V (the ωB97M-V functional and the def2-TZVPD basis)
C -4.75 0.18 -0.52
C -4.77 1.47 -1.34
H -4.89 -0.69 -1.18
H -5.60 0.20 0.16
H -3.84 0.04 0.06
H -3.92 1.58 -2.01
H -5.68 1.49 -1.95
H -4.81 2.34 -0.69
C 0.49 -2.56 -0.79
C 1.26 -3.70 -1.00
C 2.42 -3.62 -1.78
C 2.78 -2.39 -2.33
H -0.45 -2.55 -0.24
H 0.93 -4.64 -0.57
H 3.02 -4.50 -1.95
H 3.67 -2.25 -2.96
N 0.86 -1.35 -1.30
C 2.01 -1.27 -2.06
C 2.29 0.08 -2.48
N 1.49 1.00 -1.85
C 1.61 2.33 -2.15
C 3.42 1.82 -3.66
C 2.59 2.76 -3.04
H 0.92 2.97 -1.61
H 2.71 3.82 -3.25
C 3.27 0.47 -3.39
H 3.87 -0.32 -3.83
H 4.19 2.15 -4.35
V 0.03 0.31 -0.76
C -1.71 0.83 -1.53
H -1.69 0.98 -2.61
H -1.98 1.77 -1.01
H -2.42 0.04 -1.25
C -1.08 0.74 4.22
C 0.23 0.10 3.78
C 1.43 0.78 4.44
C 0.19 -1.40 4.07
C 0.28 0.29 2.33
C 0.15 0.44 1.12
H -1.24 0.64 5.30
H -1.91 0.26 3.70
H -1.10 1.81 3.96
H 1.36 0.71 5.54
H 2.38 0.32 4.14
H 1.48 1.84 4.18
H -0.64 -1.85 3.53
H 1.12 -1.89 3.76
H 0.04 -1.59 5.14
```

These are the Mulliken partial charges, in e, on atoms 1 to 4:
1 C -0.72
2 C -0.70
3 H 0.29
4 H 0.35

The following is a quantum chemistry calculation of a 2-piece molecular cluster, C19H26N3 overall, from the Open Molecules 2025 dataset.

total charge = +1
frontier orbital gap = 5.13 eV

The geometry in XYZ format:
```
48
C19H26N3 (the ωB97M-V functional and the def2-TZVPD basis)
C -3.80 -2.59 3.28
C -2.49 -1.89 3.11
C -2.37 -0.56 3.54
C -1.18 0.12 3.44
C -0.04 -0.49 2.85
C 1.20 0.20 2.88
C 2.43 -0.50 3.08
C 3.68 0.00 2.60
C 4.83 -0.77 2.69
C 4.81 -2.05 3.28
C 3.60 -2.55 3.80
C 2.45 -1.77 3.75
C -0.18 -1.82 2.33
C -1.37 -2.50 2.51
H -3.68 -3.67 3.30
H -4.28 -2.25 4.21
H -4.51 -2.35 2.47
H -3.25 -0.07 3.96
H -1.04 1.13 3.86
H 1.19 1.29 2.80
H 3.69 0.96 2.10
H 5.77 -0.38 2.32
H 5.71 -2.66 3.34
H 3.56 -3.53 4.28
H 1.53 -2.14 4.21
H 0.66 -2.28 1.80
H -1.45 -3.54 2.18
C -2.31 5.94 4.29
N -2.04 4.74 3.53
C -2.35 3.50 4.19
C -1.15 4.64 2.48
N -0.61 3.47 2.25
N -0.93 5.78 1.71
C -1.76 6.96 1.83
C 0.03 5.79 0.61
H -1.45 6.62 4.31
H -3.19 6.46 3.91
H -2.52 5.66 5.32
H -2.06 2.69 3.52
H -1.78 3.39 5.12
H -3.42 3.43 4.43
H 0.16 3.56 1.59
H -2.80 6.67 1.99
H -1.41 7.63 2.63
H -1.71 7.53 0.90
H 0.00 4.82 0.09
H -0.25 6.58 -0.10
H 1.06 6.00 0.93
```

These are the Mulliken partial charges, in e, on atoms 1 to 4:
1 C -1.45
2 C 1.00
3 C -0.49
4 C -0.51

- Among the records above, which one has the highest total charge?
  C19H26N2V

Copy entry 3 word for word.
The following is a quantum chemistry calculation of a single C19H26N2O3 molecule, from the Open Molecules 2025 dataset.

total charge = 0
frontier orbital gap = 8.58 eV
SMILES = Cc1ccc2c(c1)N(CCC(=O)N[C@H]1CCCC[C@H]1C)C(=O)CO2

The geometry in XYZ format:
```
50
C19H26N2O3 (the ωB97M-V functional and the def2-TZVPD basis)
C -3.30 0.63 -1.48
C -2.72 1.50 -0.41
C -3.55 2.08 0.54
C -3.02 2.87 1.54
C -1.66 3.10 1.61
C -0.81 2.56 0.64
C -1.35 1.74 -0.34
N 0.55 2.93 0.66
C 1.47 2.58 -0.40
C 2.33 1.37 -0.01
C 1.49 0.27 0.62
O 1.06 0.35 1.75
N 1.25 -0.79 -0.18
C 0.53 -1.96 0.26
C -0.84 -2.06 -0.41
C -0.71 -2.35 -1.91
C 0.08 -3.64 -2.13
C 1.46 -3.54 -1.48
C 1.35 -3.24 0.02
C 2.72 -3.15 0.67
C 1.09 3.52 1.76
O 2.24 3.91 1.79
C 0.16 3.63 2.95
O -1.18 3.90 2.61
H -3.76 -0.26 -1.05
H -2.54 0.32 -2.19
H -4.07 1.18 -2.03
H -4.62 1.91 0.50
H -3.65 3.32 2.29
H -0.72 1.27 -1.08
H 0.91 2.40 -1.32
H 2.13 3.45 -0.55
H 3.05 1.70 0.75
H 2.88 1.02 -0.89
H 1.63 -0.80 -1.12
H 0.39 -1.82 1.34
H -1.41 -2.86 0.06
H -1.38 -1.12 -0.25
H -1.71 -2.45 -2.35
H -0.21 -1.52 -2.41
H 0.18 -3.83 -3.20
H -0.47 -4.48 -1.69
H 1.99 -4.49 -1.62
H 2.04 -2.77 -1.98
H 0.79 -4.06 0.49
H 3.32 -2.38 0.20
H 2.63 -2.92 1.73
H 3.25 -4.10 0.57
H 0.49 4.43 3.61
H 0.23 2.67 3.49
```

These are the Mulliken partial charges, in e, on atoms 1 to 4:
1 C -1.78
2 C 0.36
3 C -0.69
4 C -0.82

What did the fifth record say?
The following is a quantum chemistry calculation of a 2-piece molecular cluster, C19H26N3 overall, from the Open Molecules 2025 dataset.

total charge = +1
frontier orbital gap = 5.13 eV

The geometry in XYZ format:
```
48
C19H26N3 (the ωB97M-V functional and the def2-TZVPD basis)
C -3.80 -2.59 3.28
C -2.49 -1.89 3.11
C -2.37 -0.56 3.54
C -1.18 0.12 3.44
C -0.04 -0.49 2.85
C 1.20 0.20 2.88
C 2.43 -0.50 3.08
C 3.68 0.00 2.60
C 4.83 -0.77 2.69
C 4.81 -2.05 3.28
C 3.60 -2.55 3.80
C 2.45 -1.77 3.75
C -0.18 -1.82 2.33
C -1.37 -2.50 2.51
H -3.68 -3.67 3.30
H -4.28 -2.25 4.21
H -4.51 -2.35 2.47
H -3.25 -0.07 3.96
H -1.04 1.13 3.86
H 1.19 1.29 2.80
H 3.69 0.96 2.10
H 5.77 -0.38 2.32
H 5.71 -2.66 3.34
H 3.56 -3.53 4.28
H 1.53 -2.14 4.21
H 0.66 -2.28 1.80
H -1.45 -3.54 2.18
C -2.31 5.94 4.29
N -2.04 4.74 3.53
C -2.35 3.50 4.19
C -1.15 4.64 2.48
N -0.61 3.47 2.25
N -0.93 5.78 1.71
C -1.76 6.96 1.83
C 0.03 5.79 0.61
H -1.45 6.62 4.31
H -3.19 6.46 3.91
H -2.52 5.66 5.32
H -2.06 2.69 3.52
H -1.78 3.39 5.12
H -3.42 3.43 4.43
H 0.16 3.56 1.59
H -2.80 6.67 1.99
H -1.41 7.63 2.63
H -1.71 7.53 0.90
H 0.00 4.82 0.09
H -0.25 6.58 -0.10
H 1.06 6.00 0.93
```

These are the Mulliken partial charges, in e, on atoms 1 to 4:
1 C -1.45
2 C 1.00
3 C -0.49
4 C -0.51